The following is a quantum chemistry calculation of a 13-piece molecular cluster, C41H64N15O3S2 overall at a distorted geometry, from the OMol25 dataset.

Output
Charge = +1
Electronic energy = -3443.7301 Ha
Energy above the lowest of the compared OMol25 structures with the same formula, charge and spin = 0.0 kcal/mol

Atoms and positions in Å:
C 7.51753 -1.90069 2.23167
C 7.52401 -0.72741 1.22238
C 6.62584 0.45339 1.66394
O 5.50925 -0.09740 2.44526
C 4.31925 0.31331 2.02055
C 3.69787 1.35808 2.64108
C 2.44881 1.73013 2.19238
C 1.79465 2.89133 2.89845
O 1.70234 2.83042 4.09014
O 1.34404 3.96357 2.21451
C 1.81662 1.06920 1.14901
C 0.41824 1.39091 0.64139
C -0.67019 1.37708 1.73720
C -1.23452 -0.02279 2.05006
S 0.05271 -1.23070 2.47758
C -0.34001 -2.73617 1.61370
S -1.70107 -2.96705 0.74315
N 0.61221 -3.77940 1.68774
C 1.06102 -4.06526 3.07363
C 2.37115 -3.37776 3.51627
C 1.71886 -3.58921 0.74732
C 1.26578 -3.75950 -0.72458
C 2.51589 0.04827 0.55863
N 3.73097 -0.30079 0.99355
N 4.45159 -1.32641 0.41020
H 6.70074 -2.59511 2.01121
H 7.49601 -1.57987 3.27742
H 8.44225 -2.47447 2.11032
H 8.55572 -0.42107 1.04223
H 7.07512 -1.09834 0.29484
H 6.23727 0.98100 0.78586
H 7.15618 1.18215 2.28353
H 4.15833 1.86459 3.47950
H 0.51946 4.20385 2.66139
H 0.14624 0.60545 -0.07967
H 0.45204 2.31918 0.05993
H -1.51162 1.96992 1.35618
H -0.37529 1.84730 2.68205
H -1.90318 -0.38072 1.25910
H -1.87561 0.08028 2.93452
H 0.27803 -3.73933 3.75957
H 1.17549 -5.14282 3.21342
H 2.30605 -2.28357 3.54976
H 2.53936 -3.67999 4.56039
H 3.25933 -3.71391 2.97334
H 2.43341 -4.39621 0.93075
H 2.19006 -2.59824 0.85950
H 0.47836 -4.51361 -0.80497
H 2.10809 -4.00405 -1.37823
H 0.79490 -2.82625 -1.06765
H 2.12245 -0.54201 -0.26525
H 4.87031 -1.90392 1.13112
H 3.90174 -1.85795 -0.25225
C 2.50420 1.85255 -3.42845
C 2.59842 0.40247 -3.58877
N 2.67317 -0.73299 -3.72927
H 3.42839 2.32272 -3.76362
H 1.67619 2.23600 -4.01598
H 2.34033 2.09636 -2.38288
C -3.47183 -1.53134 -2.60100
C -2.81541 -0.26493 -2.90897
N -2.31065 0.73235 -3.14925
H -3.20066 -2.27961 -3.34398
H -3.16603 -1.87879 -1.61740
H -4.55223 -1.39741 -2.60771
C 4.58817 -3.34034 -3.29749
C 5.40669 -3.55104 -2.10615
N 6.04736 -3.71604 -1.17320
H 4.02580 -2.41591 -3.18803
H 5.22185 -3.26181 -4.17871
H 3.89750 -4.17164 -3.42859
C -5.88708 2.25994 -1.51462
C -5.26440 1.21435 -0.70323
N -4.77666 0.38892 -0.07573
H -5.84055 1.98891 -2.56803
H -6.93913 2.36945 -1.22197
H -5.36581 3.20484 -1.36664
C 0.46568 3.52895 -7.23723
C 1.89223 3.81601 -7.06901
N 3.00652 4.04610 -6.94233
H 0.31069 2.93454 -8.13567
H 0.09691 2.97453 -6.37464
H -0.09197 4.45885 -7.32613
C -9.92186 -0.04388 -1.12208
C -9.29405 1.24082 -1.43620
N -8.79673 2.24359 -1.68273
H -9.63116 -0.78636 -1.86264
H -9.60128 -0.37868 -0.13774
H -11.00482 0.06443 -1.12817
C -0.93433 7.74465 -5.40255
C -1.48511 6.77881 -6.35649
N -1.91480 6.02887 -7.10784
H -1.48792 7.69579 -4.46689
H 0.11275 7.51765 -5.21081
H -1.01157 8.75030 -5.81063
C -0.41514 -4.06317 7.62950
C -0.28702 -4.88939 6.42625
N -0.18652 -5.53823 5.48739
H -0.89188 -3.11700 7.37876
H -1.01780 -4.58039 8.37233
H 0.56848 -3.86597 8.04873
C 4.00969 6.73919 -8.90676
C 3.90779 8.19485 -8.77408
N 3.82805 9.33179 -8.66605
H 3.30766 6.25682 -8.23125
H 3.78129 6.44337 -9.92895
H 5.01803 6.41439 -8.65957
C -5.70765 -3.64267 1.24442
C -6.27539 -3.04864 0.02998
N -6.71886 -2.58337 -0.91781
H -5.82731 -4.72398 1.21964
H -4.64880 -3.40083 1.30672
H -6.21652 -3.24812 2.12149
C -11.24636 4.53408 0.03474
C -11.94578 3.91090 1.16084
N -12.49104 3.42389 2.04163
H -11.74038 5.46378 -0.24063
H -10.21626 4.74720 0.31239
H -11.25088 3.86100 -0.82007
C 2.59187 -6.28964 10.15563
C 1.26060 -5.73056 10.40374
N 0.21882 -5.29697 10.59753
H 2.74666 -6.41330 9.08533
H 3.35270 -5.62002 10.55172
H 2.68102 -7.25840 10.64270